A 3-piece molecular cluster, C24H59N9O2P3 overall in a non-equilibrium geometry, computed with ωB97M-V/def2-TZVPD.

Geometry as XYZ:
```
97
Properties=species:S:1:pos:R:3:forces:R:3
C 6.303423 0.474085 1.619466 0.65 0.20 -0.94
C 4.934675 0.937881 0.926699 -0.08 -0.25 0.60
C 3.622875 0.127955 1.481009 -0.20 0.82 -0.10
C 2.588129 1.256190 1.962134 -1.54 2.10 1.81
C 2.996320 2.089770 3.237605 -4.06 0.70 -2.32
C 1.998271 3.184206 3.685563 -0.18 -2.24 -3.03
C 0.678970 3.417834 2.875022 2.28 -1.75 -0.37
P -0.416391 4.844873 3.539264 1.09 0.96 1.91
N 0.381115 5.685102 4.651779 -1.28 -1.21 -0.80
N 0.329737 2.633207 1.691009 3.91 -0.62 2.70
C -0.907768 2.882344 0.897923 -0.69 -0.01 -2.19
C -1.707455 1.566143 0.447516 -1.57 -0.27 -0.06
C -3.158068 1.456965 1.181992 0.04 -1.13 0.52
C -3.131241 0.385027 2.404501 -0.89 0.35 -0.15
N -1.925921 0.573054 3.300360 -1.20 -0.03 0.32
C 1.260835 1.608043 1.260091 1.49 0.18 1.68
H 6.330560 0.607551 2.753589 -0.29 -0.20 -1.56
H 7.138426 1.140931 1.180645 -1.24 -1.03 0.78
H 6.609559 -0.605805 1.354400 -0.73 1.62 0.49
H 4.795928 2.059082 1.155267 0.19 -1.73 -0.49
H 4.958228 0.803093 -0.207824 0.18 0.26 1.60
H 3.904909 -0.573501 2.354920 -0.54 1.38 -1.22
H 3.194120 -0.550384 0.665252 0.41 1.14 1.14
H 3.980756 1.879237 3.789218 -1.77 0.41 -0.93
H 2.268332 3.829342 4.586515 -0.89 -0.81 -1.52
H -1.581098 4.231492 4.101902 0.26 -0.06 -0.88
H -0.849599 5.670004 2.438068 0.30 -1.00 0.17
H -0.166663 5.607752 5.528863 0.65 0.15 -0.55
H -0.564778 3.404817 -0.077896 -0.42 -0.70 1.69
H -1.657577 3.591153 1.381599 1.44 -0.98 -0.13
H -1.937285 1.612694 -0.685476 0.70 0.09 1.84
H -1.180483 0.578308 0.662243 -0.41 1.52 -0.24
H -3.521263 2.467048 1.590034 0.60 -1.33 -0.72
H -3.960923 1.052422 0.454577 1.37 0.87 1.05
H -3.221817 -0.703340 2.025123 0.38 1.80 0.54
H -4.053285 0.585738 3.053130 0.88 -0.45 -1.18
H -2.191957 1.387111 3.895197 0.51 -0.76 -0.45
H -1.946740 -0.225447 3.968811 0.20 0.74 -0.67
H 0.973764 1.007445 0.326510 0.34 1.16 1.64
O -4.629104 -2.926616 2.158517 3.27 -2.92 1.08
P -5.464183 -4.202677 2.376500 -6.87 5.19 -1.84
N -6.173957 -4.072066 0.806554 0.29 -0.26 -1.22
C -7.534182 -4.357800 0.390675 -0.36 -0.46 0.14
C -5.248320 -4.246495 -0.312757 0.37 0.29 0.08
N -6.500451 -3.448931 3.532106 0.02 0.35 1.07
C -7.931047 -3.249575 3.363734 -0.21 -0.76 0.20
C -5.959784 -2.320881 4.291474 0.37 -0.15 -0.22
N -6.352692 -5.711560 2.671770 3.39 -1.05 1.15
C -6.259971 -6.173787 4.081098 -0.41 0.00 0.69
C -5.833392 -6.849657 1.878005 -0.17 -0.24 -0.76
H -7.794096 -5.420957 0.440319 -0.13 -0.09 0.00
H -7.704045 -4.044183 -0.644746 0.41 -0.02 0.06
H -8.275157 -3.797965 0.951662 0.10 -0.09 0.25
H -5.053582 -5.304744 -0.518898 -0.01 -0.08 -0.24
H -4.284924 -3.770125 -0.117201 -0.11 -0.03 0.20
H -5.630905 -3.785759 -1.228450 -0.14 -0.06 0.15
H -8.146669 -2.441379 2.657870 -0.06 0.04 -0.07
H -8.402414 -2.993931 4.319072 0.23 0.10 0.01
H -8.433652 -4.165019 3.048664 0.13 0.07 -0.20
H -5.976289 -1.397086 3.701120 0.08 0.09 0.05
H -4.933783 -2.520266 4.604260 -0.05 0.11 -0.16
H -6.530855 -2.152414 5.208210 -0.21 -0.18 -0.12
H -5.216436 -6.303206 4.386333 -0.11 -0.20 0.05
H -6.783223 -7.125592 4.212114 0.15 0.01 -0.33
H -6.733529 -5.485863 4.781103 0.14 0.15 -0.33
H -4.758046 -6.984386 2.028924 -0.10 -0.23 0.04
H -6.010973 -6.723756 0.809860 0.02 0.29 0.07
H -6.343359 -7.779598 2.144391 0.04 0.23 0.20
O 6.979006 0.628715 -5.965961 0.55 -2.24 4.02
P 5.984131 1.328476 -5.023338 -1.44 4.90 -7.34
N 4.666121 1.022278 -6.097969 -0.93 -0.91 -0.22
C 3.536998 1.871145 -6.425909 -0.28 0.30 0.32
C 4.313868 -0.387656 -6.266331 0.44 -0.25 -0.13
N 6.628827 2.896335 -5.339941 0.75 0.64 0.39
C 5.897688 3.987959 -5.963135 -0.41 0.20 0.67
C 8.031978 2.980523 -5.751249 0.06 -0.47 0.05
N 4.880151 2.097259 -3.861722 1.64 -2.04 2.45
C 5.591934 2.783563 -2.754419 0.24 0.67 0.18
C 3.996655 1.125982 -3.180243 -0.61 -0.27 -0.31
H 2.844342 2.023089 -5.589798 -0.14 0.11 0.06
H 2.947653 1.444554 -7.244359 0.24 -0.30 0.16
H 3.833882 2.843395 -6.805081 0.16 0.06 0.23
H 3.690744 -0.753058 -5.441797 -0.23 -0.14 -0.03
H 5.201552 -1.022437 -6.309852 0.05 0.21 0.08
H 3.775285 -0.560041 -7.202736 0.01 0.19 0.09
H 5.776396 3.831248 -7.039357 -0.05 0.02 -0.08
H 6.423566 4.938443 -5.820746 0.19 -0.17 -0.03
H 4.923908 4.142919 -5.495816 -0.04 -0.21 -0.12
H 8.152477 2.736281 -6.812443 0.12 -0.04 0.02
H 8.650077 2.302094 -5.161998 -0.08 -0.05 -0.21
H 8.433097 3.983255 -5.582207 -0.30 0.09 0.04
H 6.254091 2.089930 -2.224346 -0.07 0.11 0.18
H 4.881909 3.207163 -2.036692 -0.16 -0.29 -0.11
H 6.190729 3.627251 -3.096645 -0.04 -0.30 -0.26
H 4.575773 0.322680 -2.712535 -0.15 0.02 0.18
H 3.277204 0.670799 -3.861267 0.23 0.02 -0.21
H 3.390354 1.614696 -2.410985 0.25 0.14 -0.04
```
Forces are in eV/Å.

multiplicity	1
strongest force on any atom	8.94	eV/Å
net charge	+1
E	-2616.56260	Eh